No. 1
{
  "formula": "C2H9N3O",
  "method": "ωB97M-V with the def2-TZVPD basis set",
  "elements": ["N", "C", "N", "H", "H", "H", "H", "H", "H", "C", "N", "O", "H", "H", "H"],
  "coordinates": [[-3.436, -2.483, 1.641], [-2.954, -1.106, 1.602], [-2.162, -0.705, 0.442], [-4.405, -2.596, 1.391], [-3.268, -3.053, 2.454], [-3.842, -0.461, 1.601], [-2.242, -0.889, 2.438], [-1.229, -1.093, 0.522], [-2.449, -1.041, -0.472], [4.380, 2.878, -1.645], [4.400, 1.603, -2.151], [4.810, 3.757, -2.359], [3.885, 2.995, -0.678], [3.960, 0.835, -1.669], [4.551, 1.358, -3.115]],
  "molar_mass_g_mol": 91.1,
  "smiles": "NC=O.NCN",
  "multiplicity": 1,
  "lumo_energy_ev": 0.8958,
  "charge": 0,
  "total_energy_ev": -8737.381,
  "relative_energy_ev": 1.059
}

=====

No. 2
{
  "formula": "C46H79GaN18O3P",
  "method": "ωB97M-V with the def2-TZVPD basis set",
  "elements": ["C", "C", "C", "C", "C", "C", "C", "C", "Ga", "C", "O", "C", "P", "O", "O", "H", "H", "H", "H", "H", "H", "H", "H", "H", "H", "H", "H", "H", "H", "H", "H", "H", "H", "H", "H", "H", "H", "H", "H", "H", "C", "C", "N", "H", "H", "H", "C", "C", "N", "H", "H", "H", "C", "C", "N", "H", "H", "H", "C", "C", "N", "H", "H", "H", "C", "C", "N", "H", "H", "H", "C", "C", "N", "H", "H", "H", "C", "C", "N", "H", "H", "H", "C", "C", "N", "H", "H", "H", "C", "C", "N", "H", "H", "H", "C", "C", "N", "H", "H", "H", "C", "C", "N", "H", "H", "H", "C", "C", "N", "H", "H", "H", "C", "C", "N", "H", "H", "H", "C", "C", "N", "H", "H", "H", "C", "C", "N", "H", "H", "H", "C", "C", "N", "H", "H", "H", "C", "C", "N", "H", "H", "H", "C", "C", "N", "H", "H", "H"],
  "coordinates": [[-1.371, -2.565, 2.957], [-0.006, -3.141, 2.559], [0.861, -2.217, 1.704], [1.146, -0.830, 2.301], [1.053, 0.328, 1.294], [2.396, 0.871, 0.830], [2.239, 2.165, 0.025], [1.871, 1.954, -1.452], [0.450, 3.198, -2.156], [1.030, 5.167, -2.304], [0.697, 6.054, -1.218], [-0.683, 6.262, -1.078], [0.125, 2.508, -4.436], [-0.745, 1.050, -4.266], [-1.027, 3.563, -5.065], [-1.381, -1.478, 2.972], [-1.645, -2.893, 3.962], [-2.157, -2.935, 2.305], [0.544, -3.475, 3.441], [-0.196, -4.045, 1.979], [1.818, -2.728, 1.569], [0.412, -2.127, 0.714], [2.136, -0.841, 2.752], [0.443, -0.619, 3.108], [0.525, 1.164, 1.758], [0.475, 0.040, 0.415], [2.905, 0.135, 0.205], [3.029, 1.071, 1.702], [1.499, 2.787, 0.535], [3.204, 2.675, 0.050], [2.759, 2.038, -2.080], [1.501, 0.937, -1.605], [-0.966, 3.041, -1.404], [0.590, 5.594, -3.220], [2.109, 5.233, -2.445], [-0.835, 7.247, -0.633], [-1.186, 6.215, -2.051], [-1.141, 5.504, -0.441], [-1.555, 1.107, -4.784], [-1.244, 4.217, -4.390], [-4.428, 8.559, -0.943], [-3.986, 7.276, -0.421], [-3.659, 6.254, -0.013], [-5.084, 9.059, -0.230], [-3.577, 9.209, -1.137], [-4.969, 8.430, -1.876], [1.064, -2.021, 6.040], [2.313, -2.079, 5.301], [3.302, -2.127, 4.718], [0.791, -0.988, 6.252], [0.265, -2.474, 5.457], [1.156, -2.568, 6.975], [4.917, -3.840, -0.377], [4.374, -2.993, -1.426], [3.941, -2.328, -2.254], [4.595, -3.491, 0.604], [4.572, -4.865, -0.498], [6.007, -3.831, -0.412], [3.545, -5.727, 4.971], [2.424, -5.393, 5.837], [1.534, -5.129, 6.513], [4.139, -6.520, 5.425], [3.197, -6.057, 3.999], [4.163, -4.848, 4.826], [7.022, -4.054, 2.852], [5.872, -4.928, 2.733], [4.959, -5.614, 2.622], [7.730, -4.447, 3.582], [7.540, -3.950, 1.902], [6.718, -3.060, 3.181], [-5.223, -3.857, -1.113], [-4.518, -5.095, -0.831], [-3.959, -6.076, -0.616], [-6.001, -3.682, -0.372], [-4.544, -3.009, -1.103], [-5.686, -3.903, -2.096], [-6.957, 6.668, -4.121], [-6.008, 7.770, -4.103], [-5.267, 8.649, -4.092], [-7.104, 6.279, -3.114], [-7.917, 7.007, -4.507], [-6.586, 5.868, -4.759], [-5.120, -8.421, -3.337], [-5.653, -7.075, -3.466], [-6.082, -6.015, -3.546], [-5.686, -8.978, -2.592], [-5.178, -8.945, -4.290], [-4.080, -8.376, -3.018], [-6.517, 9.644, -7.690], [-7.314, 8.439, -7.846], [-7.922, 7.468, -7.921], [-5.460, 9.404, -7.799], [-6.779, 10.403, -8.427], [-6.664, 10.057, -6.693], [9.763, -1.061, 2.440], [9.100, -1.767, 1.354], [8.566, -2.333, 0.510], [9.745, -1.663, 3.348], [10.799, -0.854, 2.176], [9.256, -0.118, 2.636], [-7.324, 6.719, 1.231], [-8.237, 6.723, 0.099], [-8.951, 6.720, -0.800], [-7.392, 7.658, 1.778], [-7.550, 5.906, 1.917], [-6.299, 6.593, 0.884], [3.536, 1.679, -5.813], [4.293, 2.915, -5.711], [4.896, 3.889, -5.628], [3.433, 1.204, -4.838], [2.527, 1.866, -6.181], [4.047, 0.986, -6.482], [7.526, -6.032, 6.347], [8.225, -4.759, 6.289], [8.749, -3.742, 6.186], [7.164, -6.231, 7.353], [6.664, -6.018, 5.680], [8.177, -6.851, 6.054], [-9.427, -5.300, -0.477], [-8.846, -4.013, -0.128], [-8.381, -3.003, 0.153], [-9.471, -5.943, 0.400], [-10.434, -5.166, -0.866], [-8.819, -5.786, -1.240], [-2.179, -2.087, -4.733], [-3.299, -1.881, -3.831], [-4.214, -1.735, -3.153], [-1.661, -3.010, -4.477], [-2.541, -2.169, -5.757], [-1.468, -1.260, -4.683], [6.101, -3.866, 10.115], [5.635, -5.097, 9.495], [5.266, -6.067, 9.005], [5.317, -3.112, 10.084], [6.373, -4.048, 11.153], [6.972, -3.485, 9.584], [-5.193, 13.795, -8.349], [-6.106, 12.951, -9.104], [-6.820, 12.280, -9.703], [-5.720, 14.663, -7.958], [-4.769, 13.239, -7.515], [-4.382, 14.136, -8.990], [6.507, -9.563, 4.517], [7.490, -9.401, 5.579], [8.258, -9.255, 6.419], [6.590, -8.751, 3.796], [6.664, -10.507, 3.999], [5.501, -9.556, 4.934]],
  "molar_mass_g_mol": 1033.0,
  "multiplicity": 1,
  "lumo_energy_ev": 1.4393,
  "charge": -1,
  "total_energy_ev": -143607.826
}

=====

No. 3
{
  "formula": "C4H10N3",
  "method": "ωB97M-V with the def2-TZVPD basis set",
  "elements": ["C", "C", "C", "C", "N", "N", "N", "H", "H", "H", "H", "H", "H", "H", "H", "H", "H"],
  "coordinates": [[0.761, -1.511, -1.038], [-0.623, -0.955, -1.232], [-0.518, 0.287, -0.387], [1.442, 1.508, 0.568], [1.510, -0.705, -0.406], [0.788, 0.422, -0.110], [-1.394, -0.139, 1.193], [1.117, -2.458, -1.392], [-0.768, -0.685, -2.283], [-1.420, -1.645, -0.967], [-1.101, 1.173, -0.598], [2.478, 1.534, 0.238], [0.959, 2.449, 0.312], [1.431, 1.372, 1.650], [-2.370, -0.352, 0.997], [-1.346, 0.651, 1.833], [-0.946, -0.947, 1.622]],
  "molar_mass_g_mol": 100.1,
  "multiplicity": 1,
  "lumo_energy_ev": -3.3595,
  "charge": 1,
  "total_energy_ev": -8772.714,
  "relative_energy_ev": 1.885
}

=====

| no. | frontier orbital gap (eV) |
| --- | --- |
| 1 | 10.2 |
| 2 | 4.7 |
| 3 | 10.1 |